DFT (ωB97M-V/def2-TZVPD) results for a 2-piece molecular cluster, C14H20NO2 overall in a non-equilibrium geometry.

The net charge is +1. As for the largest force on an atom: 3.1 eV/A. For the HOMO energy, the calculation gives -12.63 eV. The energy comes out at -750.39501 a.u. The calculation puts the lowest unoccupied orbital energy at -4.652 eV. As for the gap between HOMO and LUMO: 7.9809 eV.

The geometry in XYZ format:
```
37
Properties=species:S:1:pos:R:3:forces:R:3:lowdin_charge:R:1
O -1.867652 -0.862624 -2.579942 0.9175 0.9242 0.2350 -0.041
O 4.455457 -0.082656 -2.546804 -1.7204 -0.4190 0.0115 -0.044
N -1.530227 0.472099 2.002453 0.1609 -0.1201 -3.1150 0.009
C 0.947578 -1.217303 -2.529646 0.2633 0.3502 0.0190 0.038
C -1.695385 2.022757 3.890151 -0.0231 0.3925 -0.2324 -0.044
C -1.479179 0.412090 0.816006 -0.1979 0.1445 2.9599 0.094
C 1.070605 1.241593 -2.524068 0.1347 -0.0977 0.1178 0.007
C 0.304631 0.050343 -2.507460 -0.7851 -0.0472 -0.1138 -0.194
C 5.125833 -1.368219 -2.548421 0.0184 0.1105 -0.0049 -0.035
C 2.442414 1.179475 -2.531739 0.4208 -0.0790 -0.0457 0.035
C -2.763796 -0.184989 4.012832 -0.3231 -0.2460 -0.1923 -0.044
C -3.298926 -0.699108 -2.513553 -0.5508 0.1867 0.0161 0.005
C -1.574196 0.572757 3.433591 -0.0487 0.0803 1.1670 -0.657
C -0.314169 -0.000429 4.072113 0.3676 -0.1932 -0.1759 -0.045
C 3.094827 -0.086248 -2.540516 0.5716 0.0986 0.0400 -0.207
C -1.106369 0.184892 -2.489641 0.3479 -0.9000 -0.1948 -0.028
C 2.324127 -1.279615 -2.539751 0.1079 -0.1932 -0.0189 0.019
H -0.837323 2.619780 3.570978 -0.1031 -0.0430 -0.0138 0.091
H -3.641285 -0.138456 -3.393382 0.0960 -0.2328 0.2235 0.110
H -0.194308 -1.062546 3.844227 0.0140 0.1031 -0.0130 0.090
H 0.530534 2.192448 -2.526766 0.3904 -0.2125 0.0412 0.134
H -1.723138 2.016744 4.983889 -0.0023 0.0958 -0.1897 0.093
H 6.184023 -1.110894 -2.550315 -0.1466 -0.1489 -0.0008 0.102
H 2.828350 -2.250778 -2.547703 -0.3227 0.4476 -0.0064 0.117
H -3.575777 -0.170274 -1.590785 0.1686 -0.2564 -0.2483 0.099
H -2.615700 2.486001 3.525306 0.1120 -0.0307 -0.0071 0.091
H -2.728821 -0.061895 5.099318 -0.0850 -0.0753 -0.1776 0.093
H -1.572872 1.179153 -2.450214 0.0841 -0.3626 0.0937 0.161
H -3.713647 0.217222 3.651708 0.0885 -0.0661 -0.0055 0.091
H -3.689864 -1.718503 -2.521000 -0.0274 0.3352 0.0127 0.109
H 4.877114 -1.951880 -1.649513 0.0773 0.2996 -0.2199 0.104
H 0.580378 0.541487 3.754858 -0.0748 -0.0760 -0.0038 0.090
H -2.711896 -1.252593 3.785491 -0.0310 0.0984 -0.0208 0.091
H 0.351753 -2.127043 -2.537371 0.1386 0.1878 0.0375 0.135
H 4.873937 -1.951425 -3.446720 0.0801 0.2999 0.2203 0.104
H 3.062984 2.077459 -2.532899 -0.2270 -0.2917 -0.0205 0.136
H -0.420024 0.111164 5.155273 0.1088 -0.0633 -0.1743 0.093
```
Positions in Å, forces in eV/Å.



DFT (ωB97M-V/def2-TZVPD) results for C14H21Al3BClF4NO13P as an isolated structure in a non-equilibrium geometry.

As for the largest force on an atom: 1.5 eV/A. For the HOMO energy, the calculation gives -7.45 eV. The energy comes out at -3531.78783 a.u. The calculation puts the lowest unoccupied orbital energy at -5.922 eV. As for the gap between HOMO and LUMO: 1.5244 eV.

The geometry in XYZ format:
```
59
Properties=species:S:1:pos:R:3:forces:R:3:lowdin_charge:R:1
Cl -8.815200 -0.773657 -4.541176 0.8136 -0.3407 0.3609 0.628
P -2.103204 2.010866 0.486356 -0.2384 0.2697 0.4245 0.807
Al 3.105025 -2.735411 -0.365633 -0.0971 0.3432 -0.1704 1.005
Al -5.500538 0.640250 2.744486 -0.3837 0.1344 0.1978 1.095
Al 0.066014 1.224463 -0.248749 1.1786 0.0716 -0.4914 0.138
F 6.492239 -4.119315 0.776323 0.0378 -0.0709 0.3462 0.197
F 4.821040 -2.754094 1.154425 0.1466 -0.3133 0.0826 -0.046
F 6.785123 -0.365334 -1.235159 0.1754 -0.2390 0.3930 -0.591
F 5.781241 -2.837399 -0.772722 -0.0717 -0.0899 -0.2114 0.108
O -7.901737 3.370988 3.833972 0.1843 -0.0843 -0.1831 0.157
O -4.656167 1.528235 -4.027755 -0.0161 0.0508 -0.0024 0.189
O -8.106951 1.846398 5.415914 0.0578 -0.0219 -0.0832 0.207
O -5.229960 -1.432873 -2.314655 -0.2966 -0.1259 -0.0815 0.233
O -6.408855 0.407608 -3.147539 -0.0960 -0.2201 0.1096 0.190
O -9.662623 3.161087 5.148352 0.0218 0.0251 -0.0435 0.278
O 8.210158 -2.030421 0.700026 0.1576 -0.0704 0.2298 0.041
O -7.135448 -0.659674 -1.085210 -0.2424 -0.1350 -0.1510 0.224
O -8.881955 -1.448502 0.082663 -0.0835 -0.1005 -0.0154 0.184
O 6.518247 -0.841962 1.656219 0.2189 -0.3225 0.2041 0.156
O -9.406093 -2.892481 -2.440431 0.0036 -0.1547 -0.2282 0.219
O -7.516723 -1.790455 -3.136470 -1.3002 0.4010 -0.5862 -0.027
O -3.163177 -0.813653 -2.961036 0.0398 0.0197 0.0407 0.174
N 1.415826 2.414795 0.225730 -0.5866 -0.6142 0.3990 -0.137
C -3.092730 2.151691 -1.032877 0.4012 -0.1479 0.1593 -0.364
C -5.118951 0.596673 -3.457443 0.1418 -0.1596 0.0351 -0.375
C 2.715743 2.072013 -0.325329 -0.0771 0.0797 -0.0191 -0.329
C -2.862649 0.523672 1.269670 0.3302 0.0432 -0.2111 -0.465
C -4.335680 -0.629642 -2.902602 -0.0878 0.0637 -0.1496 -0.378
C 9.171120 -0.995590 1.007339 0.3705 0.3051 -0.0759 -0.184
C -8.523578 -2.150409 -2.229742 0.1007 -0.0849 0.7903 -0.405
C 6.982358 -1.754285 1.038136 -0.5027 0.4384 -0.5758 -0.457
C 3.369544 0.829791 0.296443 0.2784 -0.0987 -0.0422 -0.247
C 6.067655 -2.896721 0.522681 -0.0281 0.3261 -0.1335 -0.508
C -8.521442 2.828353 4.744500 -0.0702 -0.0860 0.1910 -0.925
C -8.230696 -1.381545 -0.909705 0.2680 0.0840 -0.0319 -0.387
C 9.618565 -1.069807 2.450549 -0.1798 -0.1663 0.0589 -0.063
C 4.133177 0.020074 -0.732602 -0.1734 0.5145 -0.2094 -0.151
B -6.554700 -0.840253 -2.422911 0.8431 0.7380 0.1035 -0.943
H 10.395869 -0.328661 2.632506 0.0190 0.0127 -0.0160 0.080
H -4.141089 2.327576 -0.825331 -0.2959 0.0726 -0.0319 0.040
H 4.064005 1.121558 1.077064 0.0568 0.0531 0.2987 0.109
H 0.013074 1.089254 -1.836958 -0.2198 0.0960 -0.0009 -0.077
H 1.492062 2.594017 1.221371 0.0923 0.2336 -0.0103 0.047
H -2.480775 0.379984 2.274035 0.0680 -0.0133 0.2837 0.026
H -2.678235 2.973252 -1.599947 -0.0739 0.2826 -0.2045 0.043
H 8.788733 -0.873253 3.128714 0.0012 0.0722 -0.0174 0.074
H -2.642316 -0.367235 0.692795 -0.1421 -0.3352 -0.1219 0.042
H 3.416226 2.901807 -0.258339 0.0647 0.2338 0.0221 0.113
H -2.955458 1.258174 -1.633977 -0.0943 -0.1999 -0.1905 0.014
H 9.998187 -1.178656 0.327848 -0.0240 -0.1115 -0.0526 0.127
H 8.734434 -0.035469 0.747070 -0.1863 -0.0125 -0.0396 0.125
H 4.207362 -1.026528 -0.420716 0.3715 -0.3241 0.2146 -0.102
H 2.569975 1.879171 -1.383528 -0.0368 0.0060 -0.3073 0.084
H 0.199162 -0.252127 0.433959 -0.3333 0.0762 0.2959 -0.080
H 2.600493 0.224105 0.769469 -0.3170 -0.0435 0.1129 0.051
H 10.016228 -2.058682 2.683099 0.0746 0.0211 -0.0303 0.079
H 3.629944 0.028185 -1.697627 -0.1173 -0.0809 -0.2237 0.085
H -3.951837 0.641427 1.287958 -0.1746 0.0205 -0.3170 -0.187
H 5.199943 0.288628 -0.883499 0.0289 -0.3210 -0.0944 0.057
```
Positions in Å, forces in eV/Å.



DFT (ωB97M-V/def2-TZVPD) results for C14H21CaNP as an isolated structure in a non-equilibrium geometry.

The net charge is -1. As for the largest force on an atom: 3.2 eV/A. For the HOMO energy (alpha / beta), the calculation gives -0.67 / -0.66 eV. The energy comes out at -1619.56963 a.u. The calculation puts the lowest unoccupied orbital energy (alpha / beta) at 2.796 / 2.796 eV. As for the gap between HOMO and LUMO (alpha / beta): 3.4631 / 3.4605 eV.

The geometry in XYZ format:
```
38
Properties=species:S:1:pos:R:3:forces:R:3:lowdin_charge:R:1
Ca 1.100143 2.066845 -2.027464 -0.5625 1.2010 2.9657 0.385
P -0.605068 0.394480 -0.645244 1.3590 -0.8862 0.3604 0.670
N 1.889682 2.455407 0.137926 0.5599 0.4825 2.1813 -0.096
C -1.974060 1.694875 3.028870 -0.2464 0.2267 0.1847 -0.111
C 1.305110 -1.650381 -1.252557 -1.2921 0.9427 0.7477 -0.104
C 1.929951 -2.865719 -1.072422 1.3010 -0.6887 -0.6698 -0.132
C -0.780530 0.629650 1.187663 0.0879 0.4982 -0.0531 -0.371
C -0.452001 -2.367315 0.235243 0.0582 -0.6029 0.1501 -0.131
C -1.852309 1.406979 1.667550 0.1888 -0.0691 0.0553 -0.109
C 0.150838 -3.622130 0.351406 0.5386 -0.1994 -0.1837 -0.105
C 1.384352 -3.868629 -0.287026 -0.8726 -0.0097 0.5515 -0.118
C -1.018512 1.256714 3.941765 0.0893 -0.0632 0.0538 -0.122
C 0.063446 0.502675 3.478964 -0.0569 -0.0573 -0.1492 -0.106
C 0.168862 0.177039 2.121091 0.1240 0.1510 0.2053 -0.114
C 0.112562 -1.341391 -0.533866 0.0762 -1.7628 0.1291 -0.370
C 0.628355 1.198132 -3.907403 -0.5016 -0.1067 -2.6505 -0.507
C -2.318936 -0.098325 -1.025865 -0.8525 -0.0414 -0.6895 -0.286
H -2.828311 2.284962 3.391728 0.3991 -0.2601 -0.2425 0.098
H 2.899334 -3.061372 -1.580959 -0.7744 0.1822 0.3012 0.105
H -2.770784 -0.845030 -0.356237 0.5052 0.2182 0.0316 0.038
H -1.398051 -2.205679 0.779818 0.5240 0.0451 -0.2834 0.099
H 1.949285 2.129447 -3.610470 1.4769 0.3074 -1.8429 -0.100
H 1.723294 -0.906506 -1.942540 -0.0773 -0.2121 0.3530 0.079
H -2.986357 0.772109 -1.016202 0.2638 -0.0552 -0.0826 0.025
H -1.109050 1.499088 5.010314 0.0248 -0.1127 -0.5468 0.095
H 1.023232 -0.427332 1.796802 -0.3714 0.2025 0.0009 0.106
H -0.312690 -4.419505 0.942585 0.1181 0.3194 -0.1416 0.090
H 0.270270 1.796939 -4.743911 -0.1210 0.0540 -0.0939 -0.032
H 2.459042 3.286844 0.309008 0.0158 -0.0527 -0.3816 0.030
H -0.243313 0.837261 -3.340172 -0.6862 -0.3091 0.3430 -0.073
H 1.142968 0.364381 -4.316553 0.4526 -0.9729 -0.4333 -0.049
H 2.396505 1.729291 0.646424 0.0361 -0.1146 -0.3489 0.031
H 0.829878 0.164527 4.183423 -0.2577 0.0651 -0.2795 0.096
H -0.791030 1.992930 -1.076328 -1.5381 1.3208 0.5916 -0.153
H 1.085608 2.609711 0.757112 -0.1867 -0.0752 -0.3552 0.023
H 1.881590 -4.838166 -0.163162 -0.1634 0.4454 -0.1058 0.092
H -2.360643 -0.530245 -2.034404 0.0923 0.1484 0.0996 0.038
H -2.592658 1.797438 0.965093 0.2694 -0.1586 0.2277 0.087
```
Positions in Å, forces in eV/Å.



- What is the largest force on an atom in the third record?
  3.2 eV/A



- The lowest energy belongs to which entry?
  C14H21Al3BClF4NO13P



- Which of these has the highest energy?
  C14H20NO2